1.
36
Properties=species:S:1:pos:R:3:mulliken_charge:R:1 method="wB97M-V/def2-TZVPD" charge=-1 lumo_energy_ev=2.81
O 1.449 -2.702 2.311 -0.439
C 1.437 -2.844 1.130 0.243
I 2.096 -4.859 0.396 -0.252
C 1.064 -1.872 0.071 -0.499
B 0.157 -0.558 0.568 0.212
C -1.424 -0.719 0.026 -1.048
C -2.363 -1.377 1.043 -0.321
C -2.494 -2.887 0.954 -0.556
C -3.117 -3.451 -0.303 -0.587
O -2.266 -3.495 -1.433 -0.556
H 0.579 -2.402 -0.739 0.264
H 2.004 -1.514 -0.342 0.419
H 0.097 -0.424 1.778 -0.222
H 0.620 0.424 0.035 -0.396
H -1.790 0.276 -0.203 0.084
H -1.391 -1.263 -0.913 0.483
H -3.343 -0.905 1.007 0.437
H -1.975 -1.164 2.031 0.263
H -1.553 -3.394 1.140 0.161
H -3.154 -3.191 1.763 0.372
H -3.397 -4.484 -0.079 0.289
H -4.039 -2.953 -0.559 0.369
H -1.366 -3.520 -1.111 0.361
C 2.670 4.490 -0.567 -0.533
C 1.155 4.597 -0.711 -0.595
C 0.799 3.213 -1.243 -0.287
O 1.758 2.313 -0.703 -0.365
C 2.827 3.043 -0.112 -0.482
H 3.098 5.206 0.135 0.329
H 3.151 4.636 -1.538 0.245
H 0.698 4.750 0.269 0.280
H 0.829 5.402 -1.369 0.346
H 0.867 3.180 -2.338 0.246
H -0.199 2.887 -0.949 0.194
H 2.741 2.959 0.977 0.271
H 3.777 2.602 -0.419 0.269



2.
74
Properties=species:S:1:pos:R:3:mulliken_charge:R:1 method="wB97M-V/def2-TZVPD" charge=+4 spin_multiplicity=2 lumo_energy_ev="-12.07 / -12.58"
Ir 1.055 1.207 0.260 1.713
C -0.289 4.642 3.967 -0.815
N -0.002 3.212 4.167 0.155
C 0.096 2.585 5.396 -0.711
C 0.377 1.293 5.173 -0.308
N 0.436 1.117 3.781 0.309
C 0.214 2.322 3.201 0.412
S 0.115 2.788 1.541 -0.673
C 0.710 -0.119 3.147 0.801
C 0.697 -1.276 3.921 -0.900
C 1.143 -2.465 3.386 -0.667
C 1.598 -2.478 2.071 -0.852
C 1.518 -1.312 1.356 -0.419
N 1.058 -0.145 1.857 0.290
H -0.459 5.086 4.943 0.327
H -1.186 4.754 3.362 0.359
H 0.566 5.118 3.491 0.368
H -0.037 3.126 6.318 0.471
H 0.580 0.507 5.874 0.461
H 0.349 -1.241 4.941 0.451
H 1.155 -3.362 3.991 0.515
H 2.007 -3.366 1.612 0.525
H 1.850 -1.284 0.321 0.567
C 5.264 1.583 1.181 -1.404
C 3.963 2.087 0.655 0.857
O 2.947 1.335 0.866 -0.645
N 3.927 3.231 0.011 0.039
C 2.738 3.843 -0.584 -1.261
C 2.291 3.087 -1.804 1.175
C 2.694 3.460 -3.070 -0.883
C 2.292 2.715 -4.172 -0.488
C 1.491 1.603 -3.970 -1.002
C 1.116 1.280 -2.682 0.156
N 1.512 1.996 -1.610 0.150
H 5.097 1.054 2.116 0.350
H 5.981 2.387 1.334 0.450
H 5.680 0.878 0.457 0.326
H 4.812 3.708 -0.104 0.313
H 2.981 4.872 -0.835 0.690
H 1.955 3.871 0.170 -0.163
H 3.311 4.340 -3.197 0.540
H 2.598 3.003 -5.170 0.484
H 1.149 0.994 -4.795 0.531
H 0.489 0.421 -2.482 0.343
C -1.356 2.853 -1.175 -1.350
O -1.098 1.460 -0.852 0.002
C -1.966 0.580 -1.519 0.071
C -2.928 1.030 -2.410 -0.481
C -3.726 0.122 -3.099 -1.048
Br -5.004 0.750 -4.310 -0.099
C -3.565 -1.229 -2.887 -0.852
C -2.629 -1.692 -1.955 0.735
C -1.808 -0.784 -1.283 0.782
O -0.786 -1.114 -0.428 -0.324
C -2.619 -3.148 -1.783 0.127
N -2.759 -3.976 -2.828 -0.621
C -2.862 -5.201 -2.306 0.843
C -3.047 -6.442 -2.996 -0.636
C -3.141 -7.567 -2.232 -0.617
C -3.059 -7.491 -0.821 -0.359
C -2.857 -6.277 -0.111 -0.913
C -2.772 -5.158 -0.877 0.620
N -2.565 -3.800 -0.591 0.058
H -2.361 3.123 -0.857 0.395
H -1.229 3.011 -2.245 0.539
H -0.636 3.462 -0.646 0.451
H -3.080 2.079 -2.605 0.622
H -4.175 -1.944 -3.421 0.643
H -0.645 -2.069 -0.401 0.323
H -3.127 -6.452 -4.074 0.501
H -3.294 -8.534 -2.692 0.456
H -3.160 -8.404 -0.247 0.439
H -2.792 -6.280 0.968 0.464
H -2.793 -3.366 0.292 0.293



3.
72
Properties=species:S:1:pos:R:3:mulliken_charge:R:1 method="wB97M-V/def2-TZVPD" charge=+1 lumo_energy_ev=-3.27
C 0.223 2.792 -1.267 -1.487
C -1.203 3.009 -0.776 0.243
F -1.934 1.859 -0.932 -0.344
N -1.928 4.070 -1.498 0.206
C -3.268 3.795 -2.005 -0.829
C -4.255 3.648 -0.865 0.469
O -4.878 2.684 -0.666 -0.372
Br -4.397 5.193 0.279 -0.154
C -1.433 5.293 -1.631 0.464
N -2.043 6.322 -2.247 -0.399
C -1.221 7.343 -2.119 -0.142
N -0.113 7.019 -1.454 -0.285
N -0.235 5.698 -1.135 0.183
H 0.369 1.741 -1.478 0.403
H 0.461 3.402 -2.130 0.484
H 0.914 3.029 -0.459 0.402
H -1.236 3.246 0.290 0.356
H -3.601 4.610 -2.636 0.518
H -3.292 2.885 -2.590 0.315
H -1.402 8.337 -2.489 0.464
H 0.676 7.589 -1.200 0.216
H 0.488 5.215 -0.629 0.241
N 2.792 0.274 -0.103 0.119
C 3.030 0.673 1.188 -0.612
C 4.297 1.190 1.231 -0.479
C 4.846 1.091 -0.077 -0.513
C 3.894 0.525 -0.878 -0.624
H 1.943 -0.149 -0.430 0.265
H 2.284 0.559 1.955 0.525
H 4.780 1.592 2.106 0.479
H 5.829 1.399 -0.391 0.416
H 3.905 0.276 -1.926 0.448
N 1.518 -4.532 2.894 0.025
C 1.185 -3.692 1.868 -1.089
C 2.115 -2.688 1.831 0.252
C 3.048 -2.932 2.874 -0.503
C 2.651 -4.076 3.511 -0.636
H 1.009 -5.354 3.160 0.190
H 0.319 -3.874 1.253 0.499
H 2.129 -1.873 1.135 0.393
H 3.909 -2.334 3.124 0.455
H 3.073 -4.606 4.347 0.398
N 4.495 -3.454 6.811 0.056
C 3.307 -2.773 6.809 -0.269
C 3.014 -2.443 8.105 -0.556
C 4.065 -2.945 8.920 -0.408
C 4.963 -3.563 8.093 -0.518
H 4.956 -3.819 5.999 0.214
H 2.779 -2.581 5.892 0.314
H 2.143 -1.901 8.433 0.393
H 4.151 -2.861 9.990 0.394
H 5.890 -4.066 8.306 0.385
N -0.627 -5.744 -1.105 0.015
C 0.128 -4.808 -1.757 -0.432
C -0.526 -4.476 -2.913 -0.516
C -1.724 -5.239 -2.957 -0.379
C -1.757 -6.012 -1.829 -0.511
H -0.385 -6.175 -0.233 0.204
H 1.062 -4.463 -1.346 0.452
H -0.183 -3.767 -3.648 0.407
H -2.473 -5.225 -3.731 0.393
H -2.482 -6.727 -1.482 0.374
N -6.349 0.957 -6.332 0.036
C -6.591 0.970 -4.987 -0.836
C -5.458 1.419 -4.365 -0.009
C -4.496 1.687 -5.379 -0.290
C -5.079 1.393 -6.582 -0.644
H -7.007 0.667 -7.032 0.191
H -7.541 0.661 -4.589 0.369
H -5.334 1.536 -3.300 0.454
H -3.489 2.051 -5.244 0.391
H -4.700 1.453 -7.587 0.366



4.
24
Properties=species:S:1:pos:R:3:mulliken_charge:R:1 method="wB97M-V/def2-TZVPD" charge=-1 lumo_energy_ev=3.28
C 0.465 0.648 1.202 0.482
C -0.713 0.633 1.466 0.080
C -2.868 0.093 -0.842 -0.574
C -2.638 1.258 -0.223 0.484
C -2.910 -1.127 -0.169 0.459
C 1.771 0.801 0.777 -1.292
C 2.453 0.223 -0.203 1.203
C -2.481 -0.999 1.266 -0.597
C -2.120 0.414 1.576 -0.813
C 3.755 0.574 -0.774 -1.529
C 1.820 -0.802 -1.140 -1.422
O -2.534 2.455 -0.373 -0.643
O -3.171 -2.161 -0.806 -0.757
H -3.031 0.156 -1.888 0.406
H 2.341 1.282 1.603 0.179
H -3.283 -1.450 1.847 0.255
H -1.580 -1.551 1.416 0.336
H -2.771 0.881 2.247 0.609
H 3.782 0.469 -1.787 0.437
H 4.485 -0.191 -0.426 0.301
H 4.132 1.560 -0.453 0.351
H 1.553 -0.290 -2.081 0.290
H 2.561 -1.549 -1.443 0.353
H 0.980 -1.328 -0.794 0.401